C37H71Br9F16O18P4 | ωB97M-V/def2-TZVPD

Calculated values
HOMO-LUMO gap in eV: 9.835
Charge: 0
E_HOMO in eV: -9.90
DFT total energy in eV: -787404.5527
LUMO energy in eV: -0.07
Relative energy (zero: lowest compared OMol25 entry of this formula, charge and spin) in kJ/mol: 0.0

The geometry in XYZ format:
```
155
Properties=species:S:1:pos:R:3:forces:R:3
C -0.643291 -3.187029 -4.291360 -0.67 -1.21 -0.20
C -1.153227 -4.311130 -3.398793 -0.26 0.95 -0.72
O -1.085382 -5.541779 -4.135407 0.41 0.16 -0.16
P -0.684261 -6.868130 -3.391425 -0.27 -0.14 0.31
O -0.284271 -8.001295 -4.204033 0.21 -0.23 -0.70
O -1.951522 -7.096811 -2.498196 -0.68 -0.32 0.42
C -2.090409 -8.297957 -1.719409 -0.07 -0.33 1.07
C -2.059484 -7.935062 -0.235069 0.15 -0.08 -0.39
O 0.397984 -6.413275 -2.337192 0.50 0.00 0.33
C 1.796959 -6.477891 -2.697299 0.06 -0.21 0.20
C 2.461135 -5.220303 -2.187023 0.06 -0.28 -0.30
H -1.276789 -3.191316 -5.181244 0.20 0.19 -0.05
H -0.756924 -2.248479 -3.767264 0.26 0.24 0.00
H 0.375255 -3.441028 -4.582068 0.12 0.48 -0.03
H -0.528289 -4.306986 -2.511533 -0.29 -0.51 0.32
H -2.208947 -4.130925 -3.197729 0.06 -0.10 0.49
H -3.065894 -8.758245 -1.890977 0.07 0.25 -0.58
H -1.324607 -9.034203 -1.968791 0.04 0.17 -0.19
H -1.083088 -7.546001 0.051898 -0.10 0.26 0.00
H -2.855619 -7.208387 -0.077928 0.18 0.15 0.28
H -2.253419 -8.802878 0.397851 -0.09 -0.08 -0.17
H 2.191673 -7.388278 -2.245350 0.10 0.07 0.00
H 1.903907 -6.567660 -3.779630 -0.04 -0.03 0.03
H 2.273369 -5.082748 -1.125074 -0.18 0.16 0.02
H 3.542058 -5.277980 -2.319632 -0.01 0.03 -0.13
H 2.069121 -4.400314 -2.792195 0.13 0.28 0.31
C -4.170673 4.985315 -2.206877 0.07 0.90 1.26
C -4.346177 4.153113 -0.950776 -0.16 -0.32 -0.84
O -3.113250 3.445706 -0.727655 0.04 -0.02 -0.67
P -2.825421 2.782642 0.651767 -0.18 0.11 0.14
O -1.548829 2.082328 0.671731 0.92 -0.37 -0.14
O -2.985894 4.005263 1.615300 0.16 -0.17 0.69
C -2.891850 3.825808 3.061554 -0.30 0.64 0.04
C -3.183851 5.193618 3.653785 -0.64 -0.48 0.08
O -4.079686 1.879528 0.970450 -0.40 -0.72 0.14
C -4.168075 0.552804 0.364671 0.09 -0.17 -0.09
C -5.625038 0.182650 0.190694 -0.03 0.41 -0.19
H -3.525194 5.801807 -1.886531 0.08 0.14 -0.44
H -3.690538 4.473762 -3.031971 -0.26 -0.26 -0.11
H -5.129758 5.445493 -2.442984 -0.01 -0.20 -0.40
H -4.546263 4.772342 -0.078845 -0.16 0.07 -0.06
H -5.152103 3.428882 -1.097632 0.08 -0.09 0.27
H -3.635119 3.081570 3.345587 0.04 -0.02 0.13
H -1.902485 3.481377 3.371734 0.05 -0.08 -0.43
H -3.106393 5.183207 4.739758 0.29 0.06 0.00
H -2.541370 5.936008 3.190941 0.10 0.10 0.13
H -4.231232 5.455147 3.476482 0.12 0.10 -0.23
H -3.636006 0.562844 -0.591968 -0.07 0.02 0.08
H -3.679597 -0.191428 0.996065 0.18 0.35 0.20
H -6.171920 0.443602 1.095719 -0.08 -0.02 -0.03
H -6.050135 0.713056 -0.663789 -0.13 0.06 0.16
H -5.758467 -0.882124 0.007215 0.19 -0.06 0.02
C -6.496498 1.759305 3.980982 0.99 -0.59 -1.10
C -6.432533 3.008990 4.779658 -0.71 0.78 -0.36
O -6.099274 2.728199 6.136496 -0.47 -0.47 -0.13
P -4.810969 3.314061 6.786209 0.23 0.39 -0.09
O -4.677003 4.759369 6.741047 0.05 0.63 0.31
O -4.806698 2.655078 8.205456 -0.01 0.03 0.43
C -4.977496 1.233458 8.303515 -0.21 -0.29 0.59
C -4.654057 0.781840 9.714304 0.25 -0.24 -0.16
O -3.639607 2.570298 6.032654 0.20 -0.55 -0.47
C -2.316725 2.888855 6.509673 -0.11 -0.35 0.01
C -1.382687 1.810190 6.039132 -0.33 -0.67 -0.20
H -6.676428 2.020964 2.932315 -0.40 0.01 0.13
H -5.507370 1.287586 3.923065 -0.10 -0.08 0.34
H -7.216651 1.023306 4.321784 -0.17 0.09 0.12
H -5.755872 3.735424 4.320568 0.29 -0.14 0.26
H -7.403619 3.509297 4.758344 -0.03 -0.06 0.32
H -6.004689 1.004727 8.020604 -0.02 -0.03 0.08
H -4.311512 0.687673 7.630264 -0.03 0.32 -0.25
H -5.024403 1.423608 10.509550 -0.33 0.10 -0.19
H -5.071913 -0.221374 9.821453 0.09 0.02 0.23
H -3.571830 0.718454 9.844163 -0.03 -0.03 0.02
H -2.090891 3.880833 6.128978 0.33 0.08 0.21
H -2.332229 2.857763 7.602367 0.03 0.47 -0.03
H -0.348885 2.077568 6.236553 0.10 -0.04 -0.11
H -1.618693 0.866060 6.542049 0.16 0.19 0.25
H -1.552957 1.561502 4.992069 0.29 0.40 -0.22
C 3.975485 -1.861285 3.899883 -0.05 0.25 0.74
C 4.848482 -2.775058 3.088142 -1.11 -1.01 0.29
O 6.213393 -2.561737 3.462007 -0.35 0.11 -0.33
P 7.347647 -3.089347 2.493595 -0.09 1.09 0.48
O 7.402852 -4.514443 2.289314 0.22 -1.31 -0.21
O 7.076562 -2.238626 1.185010 -0.20 0.30 -0.15
C 7.451773 -2.770034 -0.073287 0.68 -0.51 -1.17
C 6.253280 -2.946537 -0.976056 -0.53 -0.70 0.91
O 8.628880 -2.446982 3.132786 0.08 0.01 0.16
C 8.681386 -1.026899 3.416674 0.97 -0.17 -0.19
C 8.389028 -0.762185 4.877586 -0.02 -0.23 -0.22
H 4.209277 -0.802117 3.787427 -0.07 -0.03 -0.25
H 2.916547 -2.039570 3.714760 0.17 0.03 -0.25
H 4.113521 -2.097091 4.960391 0.17 0.02 -0.07
H 4.510565 -3.789805 3.352871 0.64 -0.01 0.09
H 4.662406 -2.753344 2.009701 0.42 0.65 0.00
H 8.221334 -2.150472 -0.542691 -0.22 0.42 0.24
H 7.943379 -3.741306 0.031789 -0.19 -0.02 0.31
H 6.555350 -3.404917 -1.915538 -0.03 0.36 -0.21
H 5.598383 -3.679450 -0.483182 0.04 0.03 -0.11
H 5.650656 -2.046900 -1.078234 0.25 0.18 -0.36
H 9.718065 -0.764737 3.189568 -0.04 0.05 0.08
H 8.093404 -0.464052 2.691383 -0.44 -0.14 0.23
H 8.238714 0.308330 5.014374 -0.06 -0.05 0.22
H 7.523463 -1.337284 5.195564 -0.27 0.28 -0.04
H 9.215510 -1.111492 5.494985 0.12 0.16 -0.03
C -0.412682 1.789176 -8.605675 -0.64 0.88 -1.39
C -0.685012 3.117748 -7.945392 0.77 1.25 0.13
C -1.649606 3.032012 -6.761532 -0.55 0.01 0.29
F -1.945600 4.279433 -6.274099 0.10 -1.01 -0.54
F -2.821668 2.398337 -7.159086 0.94 0.76 0.23
F 0.522821 3.608988 -7.425108 -1.31 -0.47 -0.47
F -1.114696 4.035810 -8.879176 0.31 -0.94 0.71
O -0.175303 0.843122 -7.605944 0.08 -0.70 0.41
C -0.222907 -0.450958 -8.006463 1.10 0.09 -1.46
C 0.147474 -1.328172 -6.826653 -1.18 -0.07 0.62
F 0.102685 -2.630266 -7.175088 0.33 0.11 -0.28
F 1.354645 -1.010833 -6.350853 0.28 -0.09 -0.12
F -1.452872 -0.806579 -8.468945 0.58 0.17 0.14
F 0.680706 -0.646580 -9.059560 -1.09 0.06 0.94
H 0.415040 1.942208 -9.301785 0.26 -0.21 0.29
H -1.277443 1.528244 -9.223651 -0.08 -0.04 0.24
H -1.183031 2.429327 -5.976606 -0.23 0.23 -0.05
H -0.627539 -1.160198 -6.063669 0.35 -0.01 0.07
C 1.301289 -1.296517 -1.226263 0.13 0.11 -0.77
C 1.165210 -1.462294 0.262830 -0.67 -0.29 0.49
C 1.917735 -0.376632 1.017163 0.98 0.43 -0.15
F 1.886708 -0.577290 2.343452 -0.06 -0.11 -0.17
F 3.250594 -0.425475 0.586202 -0.99 -0.07 0.53
F -0.154714 -1.409359 0.661954 0.76 0.10 -0.36
F 1.620514 -2.703328 0.601086 0.02 0.43 -0.09
O 1.077676 0.077628 -1.575719 -0.65 0.47 0.17
C 0.182538 0.314737 -2.576198 1.80 -1.06 -0.02
C -0.077732 1.811898 -2.717176 0.20 1.13 1.43
F 1.067076 2.578043 -2.821692 -0.79 -1.16 -0.57
F -0.894909 2.039951 -3.764363 0.30 -0.07 -0.04
F 0.732199 -0.223535 -3.735484 -1.12 0.41 0.50
F -0.987495 -0.315658 -2.294380 0.09 0.27 -0.73
H 0.603326 -1.969353 -1.725474 0.01 0.03 0.04
H 2.321958 -1.521826 -1.536503 -0.03 -0.20 0.16
H 1.533610 0.619974 0.802465 -0.06 -0.07 -0.10
H -0.543912 2.138383 -1.775319 -0.27 -0.08 -0.30
C 3.139360 5.344150 -4.335755 0.37 -0.61 -1.07
Br 3.337180 7.047222 -3.532148 -0.15 0.23 0.02
Br 4.734849 4.277447 -4.105918 -0.09 0.11 0.04
Br 2.738373 5.426221 -6.241337 0.04 0.32 0.20
H 2.315819 4.762872 -3.958381 -0.13 0.21 0.58
C 0.286213 5.064372 -0.040985 0.24 0.44 -0.73
Br 2.038592 5.025930 -0.867179 0.16 -0.19 0.59
Br -0.869433 5.916711 -1.344888 -0.06 -0.09 0.28
Br 0.257441 6.005082 1.634657 0.05 -0.25 -0.12
H -0.026611 4.038356 0.088248 -0.20 -0.04 0.22
C 5.494979 1.507609 -0.947431 0.19 -0.13 -0.36
Br 7.128284 0.589453 -1.409917 0.15 0.18 0.16
Br 4.174318 1.085629 -2.281489 -0.15 0.11 0.09
Br 5.771899 3.399801 -0.736605 -0.02 -0.19 0.12
H 5.153478 1.105060 -0.009797 -0.07 -0.02 0.16
```
Forces are in eV/Å.

---

C5H8N2 | ωB97M-V/def2-TZVPD

Calculated values
HOMO-LUMO gap in eV: 8.340
Charge: 0
E_HOMO in eV: -7.75
DFT total energy in eV: -8291.3813
LUMO energy in eV: 0.59
Relative energy (zero: lowest compared OMol25 entry of this formula, charge and spin) in kJ/mol: 348.8

The geometry in XYZ format:
```
15
Properties=species:S:1:pos:R:3:forces:R:3
C -1.895855 -0.202273 -0.481390 -0.01 -0.07 -0.09
N -0.689550 0.010545 0.290889 0.43 -0.34 0.15
C -0.339080 -0.590221 1.433052 -0.16 0.05 -0.14
N 0.824576 -0.233907 1.935099 -0.17 0.42 0.22
C 1.349866 0.798116 1.154007 -0.24 -0.03 0.54
C 1.646064 0.007246 -0.789892 -0.18 -0.12 -0.51
C 0.472620 0.810556 -0.049366 0.39 -0.02 -0.10
H -1.702820 -0.853348 -1.340351 -0.04 0.08 0.04
H -2.658495 -0.670592 0.148967 0.20 0.06 -0.09
H -2.302551 0.747426 -0.846684 0.18 -0.13 0.11
H -0.993406 -1.326663 1.898205 0.05 0.13 -0.08
H 2.312728 -0.599251 -0.160145 -0.45 0.29 -0.05
H 1.142675 -0.657751 -1.485186 0.06 -0.08 -0.33
H 2.282745 0.729267 -1.301693 -0.20 -0.14 -0.03
H 0.223706 1.697562 -0.636709 0.14 -0.09 0.36
```
Forces are in eV/Å.